Computed, not measured: a molecular structure, C34H51BBrF4N6P2Ti, with wB97M-V/def2-TZVPD.

Summary:
Kohn-Sham gap (spin up / spin down): 7.00 / 7.10 eV
Molecular weight: 820.3 g/mol
Expectation value of S²: 0.754
Energy above the lowest of the compared OMol25 structures with the same formula, charge and spin: 0.0 kJ/mol
E_tot: -6185.5957 hartree

```
! RIJCOSX wB97M-V def2-TZVPD def2/J DEFGRID3
* xyz 0 2
Ti -0.08246 0.37755 0.11946
C 3.69354 -3.91160 -2.83599
C 3.36725 -2.84924 -1.78427
C 3.80147 -1.45466 -2.23812
P 1.68434 -2.76420 -0.97089
C 1.24330 -4.58181 -0.83034
C 0.58462 -5.18888 -2.06514
C 0.39849 -4.84341 0.41588
C 0.51002 -2.13874 -2.24449
C 0.74751 -2.19644 -3.61941
C -0.17176 -1.72095 -4.53708
C -1.36411 -1.16077 -4.09732
C -1.61585 -1.07213 -2.74329
C -0.69447 -1.55906 -1.80859
N -0.97761 -1.38977 -0.42219
C -2.09246 -2.04868 0.07882
C -2.73093 -3.09605 -0.60912
C -3.83737 -3.73155 -0.07689
C -4.36127 -3.35673 1.15478
C -3.73674 -2.33589 1.85210
C -2.61497 -1.69070 1.34153
P -1.70856 -0.38482 2.19904
C -0.83540 -1.28724 3.57771
C -0.16440 -2.52971 2.99540
C -1.69774 -1.67566 4.77540
C -2.98318 0.63680 3.05285
C -2.28648 1.71215 3.88958
C -3.92434 1.26953 2.02733
H 4.76453 -3.87365 -3.05178
H 3.17650 -3.75428 -3.78105
H 3.46566 -4.92108 -2.49505
H 3.97459 -3.10368 -0.90396
H 3.23625 -1.11687 -3.10768
H 4.86016 -1.45716 -2.50775
H 3.64500 -0.70923 -1.45687
H 2.21460 -5.06489 -0.67693
H -0.39047 -4.73502 -2.24551
H 0.43383 -6.26163 -1.91871
H 1.18017 -5.04718 -2.96586
H -0.55659 -4.31913 0.36561
H 0.91466 -4.51681 1.31858
H 0.18729 -5.91162 0.51345
H 1.67133 -2.61655 -3.98592
H 0.04544 -1.77952 -5.59588
H -2.08131 -0.76988 -4.80744
H -2.52227 -0.60692 -2.37475
H -2.35571 -3.40484 -1.57591
H -4.30311 -4.53140 -0.63955
H -5.23829 -3.84502 1.55676
H -4.14048 -2.02207 2.80765
H -0.05637 -0.59122 3.91207
H -0.90848 -3.30566 2.80860
H 0.57042 -2.93376 3.69796
H 0.32728 -2.32801 2.04380
H -2.51357 -2.33107 4.46513
H -2.12496 -0.81402 5.28662
H -1.09551 -2.22830 5.50122
H -3.56171 -0.01307 3.71492
H -1.72907 2.39051 3.24085
H -1.59344 1.28920 4.61989
H -3.02539 2.30403 4.43331
H -3.37921 1.92982 1.35180
H -4.68419 1.86399 2.53946
H -4.43165 0.51251 1.42892
C 4.02595 0.61046 3.97180
N 3.21037 -0.14619 3.03750
C 3.69912 -1.43101 2.55693
C 2.19014 0.43212 2.33590
N 1.57447 -0.13425 1.36294
N 1.84910 1.71745 2.74500
C 0.94848 2.58733 2.14229
N 0.99031 3.84950 2.69106
N 0.13051 2.22486 1.23750
H 4.74206 -0.06528 4.42949
H 3.42891 1.02003 4.79042
H 4.58321 1.41833 3.48792
H 4.50536 -1.76222 3.20481
H 4.07848 -1.36298 1.53238
H 2.90743 -2.18141 2.58486
H 1.94596 -1.03553 1.06673
H 2.29539 2.07218 3.57122
H 1.89708 4.21414 2.93674
H 0.39826 4.52494 2.23172
H -0.44538 2.98082 0.86702
Br 4.62522 2.68001 -4.41766
C 3.31273 2.09055 -3.17080
C 2.10569 1.59358 -3.62890
C 1.16759 1.14831 -2.70586
C 1.39185 1.15374 -1.32262
C 2.61894 1.69778 -0.92318
C 3.57701 2.16778 -1.81698
H 1.89794 1.55894 -4.69064
H 0.22379 0.78541 -3.09716
H 2.87146 1.76424 0.13266
H 4.51720 2.57587 -1.46792
F -2.06014 3.58544 0.15711
B -2.00632 2.84912 -1.04932
F -1.77136 1.43777 -0.59726
F -3.18636 2.85457 -1.73020
F -0.91710 3.23935 -1.78397
*
```



Computed, not measured: a molecular structure, C36H35N13O2SV, with wB97M-V/def2-TZVPD.

Summary:
Kohn-Sham gap (spin up / spin down): 7.16 / 7.18 eV
Molecular weight: 764.8 g/mol
Expectation value of S²: 3.757
Energy above the lowest of the compared OMol25 structures with the same formula, charge and spin: 0.0 kJ/mol
E_tot: -3596.9906 hartree

```
! RIJCOSX wB97M-V def2-TZVPD def2/J DEFGRID3
* xyz 2 4
V 0.18407 0.14252 0.00958
C 0.39682 -0.13485 -5.68574
N -0.00124 0.10398 -4.29714
C 0.71730 -0.03195 -3.18925
N -0.06311 0.12042 -2.12422
C -1.28788 0.34929 -2.68097
N -1.29079 0.34493 -3.98454
C -0.03299 -1.50432 -6.14518
C -0.73036 -1.66843 -7.33220
C -1.11282 -2.93952 -7.74714
C -0.81633 -4.04679 -6.97373
C -0.12093 -3.88094 -5.77739
C 0.27612 -2.61536 -5.37342
C 0.17662 -5.03886 -4.93624
N -0.14665 -6.26853 -5.10396
N 0.36032 -6.96097 -3.99882
C 0.94364 -6.08512 -3.26517
O 0.87985 -4.83151 -3.78730
C 1.62932 -6.27074 -1.98697
C 1.60329 -7.52051 -1.37278
C 2.24007 -7.69430 -0.15629
C 2.89465 -6.62947 0.44882
C 2.92933 -5.38575 -0.16935
C 3.70381 -4.26541 0.47909
N 3.15990 -2.94338 0.16080
C 1.96267 -2.44359 0.43836
N 1.86058 -1.21704 -0.06717
C 3.06656 -1.03667 -0.67721
N 3.87720 -2.05422 -0.55750
C 2.29747 -5.20925 -1.39132
H 1.48041 -0.00951 -5.71909
H -0.05679 0.65155 -6.28520
H 1.77428 -0.24106 -3.19007
H -2.17853 0.50852 -2.09554
H -0.98340 -0.80646 -7.93644
H -1.65461 -3.06216 -8.67444
H -1.11987 -5.03778 -7.28135
H 0.81734 -2.50595 -4.44173
H 1.08246 -8.33710 -1.85264
H 2.22127 -8.66153 0.32611
H 3.38485 -6.77494 1.40379
H 4.73760 -4.22707 0.13666
H 3.71504 -4.37271 1.56379
H 1.18682 -2.97582 0.96343
H 3.33840 -0.13726 -1.20465
H 2.32690 -4.25036 -1.89340
N 3.10263 3.28162 0.65441
C 2.64613 2.01504 0.68428
N 1.53444 1.85221 0.00373
C 1.23047 3.11773 -0.50596
C 0.16719 3.53688 -1.30832
C 0.12288 4.86999 -1.65550
C 1.11093 5.77591 -1.22814
C 2.17400 5.37268 -0.44868
C 2.20812 4.02511 -0.10058
H 3.95782 3.60365 1.07650
H 3.16743 1.23083 1.21251
H -0.58357 2.84319 -1.66315
H -0.67922 5.23206 -2.28401
H 1.04020 6.81125 -1.53097
H 2.93857 6.06829 -0.13245
C -4.03652 0.13075 0.46812
N -3.58759 -0.73858 1.53010
C -4.18864 -0.69474 2.86531
C -3.47358 -1.84281 3.59161
N -2.31152 -2.05175 2.72550
C -2.49595 -1.48704 1.52297
S -1.48245 -1.77616 0.16598
H -5.12394 0.17239 0.48247
H -3.70923 -0.27715 -0.48473
H -3.63670 1.13945 0.60024
H -5.26571 -0.83934 2.79967
H -3.99346 0.27601 3.32850
H -4.08768 -2.74328 3.63725
H -3.16897 -1.56889 4.59871
H -1.71069 -2.85507 2.79325
O -0.88286 1.08402 1.54356
N -0.62977 2.25686 2.11980
C -1.26128 3.35602 1.67546
C -1.03127 4.57583 2.27602
C -0.15161 4.65564 3.34283
C 0.48166 3.50333 3.78662
C 0.22623 2.30461 3.15680
H -1.92704 3.19079 0.84346
H -1.54766 5.44690 1.90034
H 0.03421 5.60278 3.82909
H 1.16505 3.51702 4.62304
H 0.65089 1.35159 3.43248
*
```



Computed, not measured: a molecular structure, C39H57N6O2PSSn, with wB97M-V/def2-TZVPD.

Summary:
Kohn-Sham gap: 8.31 eV
Molecular weight: 823.7 g/mol
Energy above the lowest of the compared OMol25 structures with the same formula, charge and spin: 0.0 kJ/mol
E_tot: -2952.7462 hartree

```
! RIJCOSX wB97M-V def2-TZVPD def2/J DEFGRID3
* xyz 2 1
Sn -0.92086 1.26007 -0.15569
N -0.57872 3.38607 1.03637
C -0.95842 3.40575 2.46528
C -0.75201 2.01941 3.04526
N -1.44930 0.98777 2.24695
C -2.91295 0.90360 2.50267
C -3.73902 1.69498 1.50595
N -3.46724 1.15373 0.15587
H -1.00108 4.14155 0.50743
H 0.42458 3.50720 0.93515
H -0.37160 4.11725 3.04426
H -1.99739 3.71381 2.55454
H 0.31404 1.77520 3.03625
H -1.08143 2.00614 4.08619
H -1.04229 0.08634 2.47970
H -3.19793 -0.14815 2.43041
H -3.14461 1.23551 3.51842
H -4.79042 1.63920 1.78699
H -3.45744 2.74708 1.50993
H -3.81130 0.20177 0.09114
H -3.96162 1.68316 -0.55545
O -1.14785 3.55993 -1.74207
C -0.98906 3.51229 -2.95189
O -0.65913 2.33836 -3.56455
C -1.11596 4.57982 -3.92601
C -1.45071 5.90833 -3.66494
C -1.51028 6.78956 -4.71890
C -1.23769 6.35026 -6.02220
C -0.90647 5.03562 -6.29426
C -0.84983 4.15655 -5.21851
S -0.47426 2.46286 -5.23782
H -1.65815 6.22299 -2.64928
H -1.76893 7.82735 -4.54495
H -1.29164 7.05754 -6.84206
H -0.70296 4.70776 -7.30692
N 9.69680 2.95429 3.57839
C 8.71456 2.78295 3.00275
C 7.47468 2.56253 2.28811
C 6.35714 3.33717 2.58634
C 5.16942 3.12532 1.90702
C 5.10263 2.12842 0.94718
C 6.20807 1.35225 0.64042
C 7.40022 1.57628 1.30781
N 3.86021 1.88420 0.25967
C 3.70359 1.61429 -1.08471
C 2.37322 1.40446 -1.27229
N 1.70776 1.52833 -0.06555
C 2.63357 1.82662 0.82861
H 6.43052 4.11706 3.33301
H 4.30900 3.75505 2.10350
H 6.13685 0.56740 -0.10488
H 8.27477 0.98017 1.07949
H 4.53604 1.62242 -1.77505
H 1.85340 1.16484 -2.19044
H 2.48498 1.93246 1.89583
C -3.55361 -4.59547 2.67843
C -4.27353 -3.52054 1.86854
C -3.38256 -3.03084 0.71027
C -1.87737 -3.05398 1.07672
C -1.72196 -2.81724 2.58562
C -2.30945 -4.00409 3.37181
P -0.93588 -1.81968 0.08857
C -1.18720 -2.23889 -1.69759
C -1.16421 -3.73889 -2.06593
C -1.89981 -4.00855 -3.39300
C -1.68986 -2.85084 -4.36688
C -2.38135 -1.57863 -3.83786
C -2.42910 -1.55186 -2.29779
C 0.86098 -2.15167 0.37338
C 1.37853 -1.40706 1.62260
C 2.88342 -1.62532 1.75506
C 3.18495 -3.11609 2.04571
C 2.00368 -4.02897 1.68319
C 1.34554 -3.63040 0.35902
H -3.26148 -5.40922 2.00692
H -4.22469 -5.03362 3.41693
H -4.52792 -2.68524 2.53206
H -5.21726 -3.89567 1.47243
H -3.68276 -2.01346 0.42837
H -3.55156 -3.65546 -0.16968
H -1.46693 -4.04089 0.85664
H -2.25129 -1.89071 2.85238
H -0.67880 -2.67610 2.86817
H -2.56063 -3.67774 4.38348
H -1.54252 -4.77565 3.47572
H -0.31746 -1.75877 -2.16448
H -1.61545 -4.34461 -1.27621
H -0.12678 -4.06791 -2.15724
H -2.97262 -4.13663 -3.21247
H -1.54440 -4.94736 -3.81693
H -2.07165 -3.09886 -5.35691
H -0.61345 -2.67856 -4.48439
H -3.40075 -1.52553 -4.22465
H -1.86236 -0.69183 -4.21045
H -3.32780 -2.06478 -1.95191
H -2.50626 -0.52143 -1.94930
H 1.31445 -1.63362 -0.48073
H 0.88495 -1.76818 2.53034
H 1.14840 -0.34713 1.53743
H 3.30508 -0.98961 2.53748
H 3.35460 -1.31944 0.81255
H 3.42747 -3.24839 3.10040
H 4.06877 -3.42776 1.48599
H 1.25596 -4.00900 2.48360
H 2.34325 -5.06186 1.61674
H 0.53044 -4.31897 0.13816
H 2.07275 -3.76025 -0.44884
*
```